No. 1
This record from the Open Molecules 2025 dataset describes a cluster of 4 separate species, C3H10NO4 in total at a distorted geometry. The level of theory is ωB97M-V/def2-TZVPD.

**Maximum force**: 0.100 Eh/bohr
**Multiplicity**: 1
**Energy relative to the best compared isomer or geometry (same formula, charge and spin)**: 177.6 kcal per mole
**LUMO energy**: 0.360 eV
**Charge**: -1

Structure (XYZ):
```
18
C3H10NO4 | the Open Molecules 2025 dataset | ωB97M-V/def2-TZVPD
O -1.644 1.795 -0.764
C -0.598 1.263 -1.250
N 0.179 0.559 -0.323
C -0.531 -0.017 0.826
O 0.066 -1.275 1.100
C -0.284 1.261 -2.649
H 0.979 0.039 -0.660
H -1.554 -0.243 0.531
H -0.472 0.702 1.639
H 0.747 0.999 -2.849
H -0.840 1.880 -3.335
H 0.165 2.924 -1.187
H 0.769 -1.923 -0.393
H 1.077 -1.761 -1.866
O 1.486 -2.099 -1.060
H 1.553 -0.790 3.844
H 0.446 -1.153 2.056
O 0.642 -0.880 3.549
```

No. 2
This record from the Open Molecules 2025 dataset describes a structure of composition C45H39BN5O8S2Sb2Y at a distorted geometry. The level of theory is ωB97M-V/def2-TZVPD.

**Maximum force**: 0.082 Eh/bohr
**Multiplicity**: 1
**Energy relative to the best compared isomer or geometry (same formula, charge and spin)**: 96.1 kcal per mole
**LUMO energy**: 0.032 eV

Structure (XYZ):
```
103
C45H39BN5O8S2Sb2Y | the Open Molecules 2025 dataset | ωB97M-V/def2-TZVPD
Y -0.416 0.184 0.239
C 1.864 2.813 1.376
C 2.834 1.728 1.857
C 2.436 0.296 1.499
Sb 3.019 -0.800 -0.451
C 3.419 -0.316 -2.597
C 3.295 0.809 -3.394
C 3.550 0.745 -4.762
C 3.943 -0.451 -5.344
C 4.120 -1.570 -4.542
C 3.863 -1.497 -3.180
C 5.073 -0.120 -0.194
C 5.486 1.195 -0.418
C 6.826 1.553 -0.353
C 7.792 0.589 -0.084
C 7.405 -0.727 0.133
C 6.058 -1.074 0.082
Sb 1.916 2.699 -0.799
C 0.298 3.744 -1.785
C 0.121 5.124 -1.864
C -0.895 5.657 -2.646
C -1.762 4.821 -3.339
C -1.586 3.448 -3.277
C -0.540 2.916 -2.532
C 3.183 4.446 -0.937
C 4.267 4.465 -1.812
C 5.055 5.603 -1.943
C 4.744 6.750 -1.227
C 3.662 6.743 -0.354
C 2.899 5.593 -0.198
H 2.215 3.796 1.678
H 0.864 2.653 1.781
H 2.905 1.790 2.948
H 3.836 1.932 1.472
H 1.365 0.146 1.733
H 2.964 -0.413 2.133
H 2.998 1.764 -2.987
H 3.438 1.638 -5.369
H 4.123 -0.507 -6.411
H 4.454 -2.504 -4.979
H 3.993 -2.382 -2.566
H 4.758 1.960 -0.655
H 7.114 2.586 -0.521
H 8.841 0.858 -0.052
H 8.154 -1.483 0.340
H 5.765 -2.107 0.255
H 0.777 5.794 -1.330
H -1.008 6.733 -2.714
H -2.567 5.239 -3.932
H -2.262 2.784 -3.803
H -0.388 1.845 -2.540
H 4.509 3.585 -2.402
H 5.913 5.589 -2.605
H 5.342 7.645 -1.345
H 3.411 7.635 0.207
H 2.076 5.599 0.508
N -2.389 -1.821 3.598
C -1.791 -0.745 3.104
N -0.650 -1.095 2.544
C -0.603 -2.461 2.739
N -1.652 -2.925 3.375
C 0.440 -3.402 2.289
C 0.075 -4.723 2.014
N 0.958 -5.619 1.599
C 2.218 -5.197 1.478
C 2.574 -3.891 1.759
N 1.686 -2.985 2.155
H -3.284 -1.898 4.047
H -2.191 0.256 3.163
H -0.954 -5.040 2.125
H 2.948 -5.924 1.141
H 3.598 -3.553 1.661
O 1.237 -2.620 -2.213
S 0.212 -1.774 -1.691
O -0.065 -1.997 -0.256
O 0.472 -0.307 -1.816
C -1.250 -2.210 -2.615
C -1.030 -3.022 -3.719
C -2.103 -3.464 -4.480
C -3.394 -3.096 -4.141
C -3.617 -2.265 -3.053
C -2.555 -1.829 -2.278
S -2.931 -0.632 -1.014
O -4.325 -0.344 -1.127
O -2.025 0.494 -1.359
O -2.496 -1.144 0.294
H -0.014 -3.299 -3.961
H -1.925 -4.097 -5.340
H -4.234 -3.443 -4.729
H -4.611 -1.930 -2.785
O -2.866 1.681 1.420
B -1.533 1.968 1.016
O -1.554 3.277 0.494
C -2.850 3.729 0.521
C -3.361 4.929 0.081
C -4.739 5.105 0.205
C -5.547 4.118 0.763
C -5.012 2.915 1.219
C -3.652 2.753 1.079
H -2.719 5.685 -0.350
H -5.188 6.025 -0.148
H -6.615 4.285 0.839
H -5.631 2.135 1.641
```

No. 3
This record from the Open Molecules 2025 dataset describes a structure of composition C4H16O10V at a distorted geometry. The level of theory is ωB97M-V/def2-TZVPD.

**Maximum force**: 0.064 Eh/bohr
**Multiplicity**: 1
**Energy relative to the best compared isomer or geometry (same formula, charge and spin)**: 0.0 kcal per mole
**LUMO energy**: 1.930 eV
**Charge**: -1

Structure (XYZ):
```
31
C4H16O10V | the Open Molecules 2025 dataset | ωB97M-V/def2-TZVPD
O 0.863 0.989 0.076
V 1.243 0.942 1.637
O 2.779 1.424 1.795
C 0.546 -1.965 2.023
O -0.461 -1.594 2.760
O 1.527 -1.090 1.772
O 0.665 -3.111 1.531
O 0.930 0.854 3.995
H 0.933 -0.024 4.405
H 0.842 1.479 4.718
O 2.158 -1.571 -1.369
H 1.194 -1.480 -1.269
H 2.348 -1.316 -2.276
O 0.628 3.110 1.868
H 0.315 3.765 1.240
H 0.558 3.525 2.733
O -0.993 0.507 1.968
H -1.925 0.720 2.026
H -0.888 -0.396 2.439
C -0.874 0.846 -2.606
C -1.398 -0.555 -2.352
C -1.286 -1.470 -3.545
O -0.567 -1.143 -1.335
H -1.088 1.543 -1.791
H -1.422 1.275 -3.457
H 0.200 0.936 -2.756
H -2.430 -0.506 -1.986
H -1.792 -1.058 -4.425
H -1.638 -2.486 -3.371
H -0.253 -1.567 -3.892
H -0.715 -0.584 -0.557
```

No. 4
This record from the Open Molecules 2025 dataset describes a structure of composition C4H10ClNO6P. The level of theory is ωB97M-V/def2-TZVPD.

**Maximum force**: 0.005 Eh/bohr
**Multiplicity**: 1
**LUMO energy**: 2.717 eV
**Charge**: -1

Structure (XYZ):
```
23
C4H10ClNO6P | the Open Molecules 2025 dataset | ωB97M-V/def2-TZVPD
O -3.117 -1.788 -0.106
P -3.550 -1.827 -1.529
O -3.329 -3.297 -2.205
O -2.472 -0.958 -2.390
N -5.042 -1.548 -2.048
Cl -5.639 -0.012 -1.461
H -4.184 -3.743 -2.167
H -1.721 -0.774 -1.811
C 3.059 3.037 0.948
C 3.372 1.771 0.181
O 2.981 0.597 0.912
C 1.673 0.302 0.844
O 0.856 0.913 0.208
O 1.459 -0.789 1.565
C 0.093 -1.247 1.588
H 3.522 3.008 1.936
H 3.450 3.901 0.408
H 1.984 3.160 1.063
H 4.444 1.650 0.035
H 2.877 1.767 -0.789
H -0.314 -1.355 0.586
H -0.529 -0.554 2.150
H 0.125 -2.213 2.082
```